No. 1
Below is C47H37Br4N8O4PTi as an isolated structure at a distorted geometry, with properties calculated with ωB97M-V/def2-TZVPD.

Properties
* total charge: -2
* E_HOMO (alpha / beta): 0.40 / -1.83 eV
* Kohn-Sham gap (alpha / beta): 3.7 / 5.9 eV
* 2S+1: 3
* relative energy (zero: lowest compared OMol25 entry of this formula, charge and spin): 2.47 kcal/mol

Positions of all 102 atoms, in Å:
Ti (0.6603, 0.4211, -1.1335)
C (0.2374, -6.2403, -1.5502)
C (0.5017, -4.8473, -1.0396)
C (-0.0474, -4.3925, 0.1540)
C (0.1581, -3.0897, 0.5764)
C (0.9460, -2.1924, -0.1457)
N (1.2349, -0.9179, 0.3936)
C (2.0276, -0.9825, 1.4984)
C (2.7341, -2.1788, 1.8292)
C (3.4889, -2.3520, 2.9663)
C (3.6184, -1.3396, 3.9101)
C (4.4177, -1.5079, 5.1747)
C (2.9947, -0.1452, 3.5981)
C (2.2672, 0.0759, 2.4312)
N (1.8672, 1.4382, 2.2783)
C (2.7117, 2.4627, 2.5372)
C (2.0276, 3.6303, 2.3428)
C (0.7561, 3.2084, 1.9390)
N (0.6616, 1.8845, 1.8974)
C (1.5118, -2.6704, -1.3379)
C (1.2682, -3.9597, -1.7859)
N (2.3899, -1.8530, -2.0830)
C (3.4461, -2.2407, -2.8341)
C (3.9851, -1.1087, -3.3896)
C (3.1789, -0.0576, -2.9214)
N (2.2127, -0.5172, -2.1384)
H (-0.3108, -6.8270, -0.8113)
H (-0.3561, -6.2218, -2.4686)
H (1.1674, -6.7678, -1.7771)
H (-0.6651, -5.0589, 0.7483)
H (-0.2596, -2.7400, 1.5108)
H (2.6772, -3.0035, 1.1325)
H (3.9887, -3.3044, 3.1218)
H (4.4683, -2.5589, 5.4684)
H (5.4475, -1.1516, 5.0639)
H (3.9710, -0.9540, 6.0037)
H (3.0521, 0.6745, 4.3070)
H (3.7460, 2.2803, 2.7659)
H (2.4069, 4.6348, 2.4153)
H (-0.0835, 3.8164, 1.6611)
H (1.6665, -4.2611, -2.7474)
H (3.7377, -3.2742, -2.8914)
H (4.8424, -1.0437, -4.0369)
H (3.2591, 1.0020, -3.1012)
Br (1.7086, 6.8118, -3.9489)
C (1.9571, 5.2026, -2.9741)
C (3.0462, 5.0328, -2.1460)
Br (4.3435, 6.4090, -1.9656)
C (3.1785, 3.8504, -1.3868)
Br (4.7600, 3.4775, -0.4083)
C (2.2005, 2.8546, -1.3959)
O (2.2130, 1.7641, -0.7156)
C (1.1025, 3.0003, -2.3376)
O (0.3066, 1.9881, -2.4334)
C (1.0050, 4.1684, -3.0844)
Br (-0.4658, 4.2665, -4.2798)
N (-3.4299, -0.0622, 0.6375)
P (-1.8028, 0.5890, 0.8974)
C (-2.3950, 2.3380, 0.9344)
C (-3.2796, 2.8248, 1.8950)
C (-3.7441, 4.1331, 1.8349)
C (-3.3255, 4.9694, 0.8081)
C (-2.4499, 4.4921, -0.1581)
C (-1.9897, 3.1841, -0.0995)
C (-1.7384, 0.1652, 2.7063)
C (-1.3295, 1.0114, 3.7343)
C (-1.2462, 0.5562, 5.0437)
C (-1.5538, -0.7613, 5.3508)
C (-1.9572, -1.6181, 4.3362)
C (-2.0545, -1.1545, 3.0323)
C (-3.7134, -0.9618, -0.3576)
C (-4.9584, -0.9373, -1.0178)
C (-5.1742, -1.8270, -2.0419)
C (-4.1662, -2.7182, -2.4063)
C (-2.9899, -2.6794, -1.6786)
N (-2.7737, -1.8489, -0.6621)
H (-4.1518, 0.6340, 0.7496)
H (-3.6001, 2.1829, 2.7083)
H (-4.4259, 4.4987, 2.5943)
H (-3.6810, 5.9924, 0.7620)
H (-2.1180, 5.1323, -0.9666)
H (-1.3217, 2.8133, -0.8691)
H (-1.0621, 2.0350, 3.5138)
H (-0.9243, 1.2365, 5.8238)
H (-1.4740, -1.1188, 6.3708)
H (-2.1928, -2.6529, 4.5566)
H (-2.3821, -1.8270, 2.2471)
H (-5.7017, -0.1984, -0.7450)
H (-6.1167, -1.8136, -2.5786)
H (-4.2857, -3.4108, -3.2283)
H (-2.1679, -3.3450, -1.9146)
O (0.4657, -1.9267, -4.1453)
C (-0.4361, -1.1430, -3.8909)
C (-1.4328, -0.6950, -4.9604)
C (-2.4943, 0.0354, -4.1649)
C (-1.8606, 0.1453, -2.7843)
O (-2.3976, 0.7992, -1.8964)
N (-0.6990, -0.5622, -2.6751)
H (-1.7805, -1.5617, -5.5230)
H (-0.8931, -0.0389, -5.6461)
H (-3.4201, -0.5357, -4.0635)
H (-2.7415, 1.0353, -4.5189)

=====

No. 2
Below is C47H37F3HgN6O4PS as an isolated structure at a distorted geometry, with properties calculated with ωB97M-V/def2-TZVPD.

Properties
* total charge: -2
* E_HOMO (alpha / beta): -1.54 / -1.54 eV
* Kohn-Sham gap (alpha / beta): 5.8 / 5.8 eV
* 2S+1: 2
* relative energy (zero: lowest compared OMol25 entry of this formula, charge and spin): 278.53 kcal/mol

Positions of all 100 atoms, in Å:
Hg (12.5683, 12.5635, 12.4304)
O (9.1432, 13.0003, 16.1885)
C (9.8843, 12.6370, 15.2839)
N (10.8733, 13.2885, 14.6265)
C (11.3613, 14.3328, 15.3660)
O (11.3078, 14.5969, 16.5410)
C (12.3127, 15.2464, 14.5784)
C (12.5449, 16.4348, 15.2681)
C (13.4698, 17.3829, 14.7438)
C (13.9013, 17.1020, 13.4558)
C (13.6337, 15.8831, 12.8585)
N (12.9122, 14.9207, 13.4366)
C (9.8738, 11.1828, 14.8992)
C (9.0590, 10.3040, 15.6153)
C (8.9188, 8.9805, 15.2692)
C (9.8518, 8.4957, 14.3090)
C (10.5193, 9.3831, 13.5537)
N (10.5402, 10.7185, 13.8244)
H (11.9431, 16.7347, 16.1454)
H (13.8338, 18.2045, 15.3684)
H (14.5668, 17.8529, 12.9938)
H (14.0224, 15.7518, 11.8687)
H (8.4166, 10.7538, 16.4468)
H (8.2762, 8.3903, 15.8469)
H (9.8108, 7.5215, 14.0034)
H (11.1626, 9.1746, 12.7408)
C (8.1000, 16.5571, 15.3807)
C (8.4284, 15.7665, 14.0698)
C (7.8063, 14.6104, 13.7719)
C (8.2070, 13.7802, 12.8089)
C (9.2477, 14.2504, 11.9767)
C (9.8713, 15.4565, 12.1835)
C (9.4682, 16.2033, 13.2950)
S (9.8061, 13.1032, 10.7089)
O (9.5805, 11.7506, 11.1577)
O (9.0871, 13.4587, 9.5051)
N (11.3781, 13.2445, 10.6743)
C (12.0250, 14.0933, 9.7135)
C (11.5617, 15.1637, 9.0763)
C (12.2103, 16.0305, 8.2623)
C (13.5792, 15.9719, 8.0708)
C (14.2369, 14.8680, 8.8663)
C (15.6508, 14.8100, 8.7859)
C (16.2764, 13.6527, 9.2533)
C (15.4458, 12.8995, 10.4649)
N (14.1657, 13.2899, 10.5262)
C (13.5270, 14.1330, 9.7859)
H (7.2765, 17.2794, 15.4377)
H (9.0040, 17.1638, 15.7191)
H (7.8576, 15.7922, 16.1594)
H (6.8950, 14.4652, 14.3329)
H (7.6050, 12.9138, 12.7280)
H (10.6963, 15.7528, 11.4194)
H (10.0069, 17.0674, 13.5892)
H (10.5607, 15.2280, 9.1096)
H (11.7179, 16.7251, 7.8620)
H (13.9917, 16.8960, 7.5704)
H (16.2373, 15.4068, 7.9867)
H (17.3135, 13.3719, 9.0844)
H (18.6784, 13.4291, 2.6994)
N (11.4755, 9.6123, 10.1277)
C (11.7512, 8.6902, 9.1432)
C (10.8776, 7.6597, 8.7560)
C (11.1721, 6.9354, 7.6577)
C (12.2666, 7.2309, 6.8920)
C (13.2971, 7.9792, 7.3832)
C (13.0023, 8.7572, 8.5243)
P (14.1963, 9.9198, 9.3203)
C (15.1353, 10.5423, 7.9558)
C (14.4311, 11.5224, 7.1551)
C (15.0067, 12.1514, 6.1975)
C (16.4720, 12.2333, 6.0228)
C (17.1520, 11.4567, 7.0363)
C (16.5750, 10.5585, 7.8327)
C (15.3216, 8.8083, 10.3181)
C (15.3381, 7.4650, 10.3847)
C (16.4175, 6.8886, 11.0251)
C (17.3210, 7.6345, 11.6821)
C (17.1338, 9.0287, 11.8489)
C (16.2393, 9.6266, 11.0807)
H (12.0701, 10.4274, 10.2446)
H (10.5615, 9.6337, 10.5023)
H (9.7805, 7.8113, 9.6216)
H (10.3441, 5.9081, 7.6146)
H (12.5181, 6.4578, 5.9276)
H (14.2535, 7.9785, 6.9844)
H (13.4280, 11.5596, 7.3371)
H (14.8196, 12.6897, 5.3822)
H (16.9188, 12.6654, 5.0397)
H (18.3317, 11.3806, 7.1767)
H (17.0351, 10.1625, 8.6156)
H (14.7200, 6.8317, 9.7966)
H (16.5617, 5.6762, 10.9274)
H (18.0732, 7.1065, 12.3645)
H (18.0013, 9.6354, 12.3649)
H (16.1163, 10.8979, 11.2937)
F (13.6771, 9.8693, 13.3317)
C (13.8235, 11.2245, 13.6794)
F (13.5969, 11.1655, 15.0337)
F (15.1138, 11.4963, 13.5458)

=====

No. 3
Below is C47H38N5O7PtS6 as an isolated structure, with properties calculated with ωB97M-V/def2-TZVPD.

Properties
* E_HOMO (alpha / beta): -7.91 / -7.82 eV
* Kohn-Sham gap (alpha / beta): 7.4 / 6.8 eV
* 2S+1: 2
* relative energy (zero: lowest compared OMol25 entry of this formula, charge and spin): 33.30 kcal/mol

Positions of all 104 atoms, in Å:
Pt (1.8049, -0.7461, -2.7758)
N (0.5232, 2.1574, -1.2054)
S (0.0883, 2.7065, 0.0517)
N (0.0138, 1.7311, 1.4442)
S (-0.9610, 0.5975, 1.7145)
N (-1.2051, -0.6210, 0.7863)
S (-0.0447, -1.4812, -0.0277)
N (0.4010, -1.1110, -1.3461)
C (-0.9460, -3.0255, -0.0208)
C (-1.8803, -3.3644, 0.9529)
C (-2.5315, -4.5827, 0.8629)
C (-2.2550, -5.4497, -0.1890)
C (-1.3291, -5.0979, -1.1580)
C (-0.6713, -3.8763, -1.0763)
C (1.2274, -1.6779, 1.2101)
C (1.2035, -2.6632, 2.1889)
C (2.2316, -2.7037, 3.1162)
C (3.2628, -1.7733, 3.0577)
C (3.2715, -0.7973, 2.0754)
C (2.2460, -0.7391, 1.1447)
C (-2.6344, 1.1429, 1.9958)
C (-3.7045, 0.5632, 1.3363)
C (-4.9828, 1.0336, 1.6043)
C (-5.1721, 2.0643, 2.5122)
C (-4.0856, 2.6378, 3.1624)
C (-2.8065, 2.1773, 2.9055)
C (-0.4996, 0.0549, 3.3498)
C (0.5846, 0.6106, 4.0039)
C (0.8864, 0.1651, 5.2843)
C (0.1074, -0.8097, 5.8870)
C (-0.9794, -1.3574, 5.2148)
C (-1.2855, -0.9287, 3.9363)
C (1.1010, 3.9794, 0.8108)
C (1.0660, 4.3302, 2.1544)
C (1.9020, 5.3377, 2.6089)
C (2.7695, 5.9741, 1.7278)
C (2.8079, 5.6030, 0.3926)
C (1.9683, 4.5999, -0.0727)
C (-1.5709, 3.4051, 0.0599)
C (-1.9518, 4.5501, 0.7438)
C (-3.2584, 5.0041, 0.6254)
C (-4.1698, 4.3149, -0.1624)
C (-3.7751, 3.1730, -0.8473)
C (-2.4695, 2.7195, -0.7470)
H (-2.1012, -2.6808, 1.7606)
H (-3.2621, -4.8564, 1.6132)
H (-2.7719, -6.3986, -0.2536)
H (-1.1094, -5.7706, -1.9764)
H (-0.0016, -3.5568, -1.8630)
H (0.4122, -3.3998, 2.2198)
H (2.2373, -3.4739, 3.8768)
H (4.0755, -1.8279, 3.7706)
H (4.0929, -0.0973, 2.0036)
H (2.2575, -0.0032, 0.3535)
H (-3.5304, -0.2354, 0.6288)
H (-5.8305, 0.5925, 1.0970)
H (-6.1714, 2.4264, 2.7153)
H (-4.2355, 3.4437, 3.8682)
H (-1.9500, 2.6143, 3.4052)
H (1.1843, 1.3610, 3.5076)
H (1.7388, 0.5803, 5.8052)
H (0.3495, -1.1512, 6.8849)
H (-1.5841, -2.1207, 5.6859)
H (-2.1311, -1.3439, 3.4015)
H (0.4026, 3.8129, 2.8347)
H (1.8852, 5.6205, 3.6535)
H (3.4262, 6.7541, 2.0903)
H (3.4972, 6.0855, -0.2871)
H (1.9922, 4.2665, -1.1034)
H (-1.2444, 5.0925, 1.3557)
H (-3.5614, 5.9020, 1.1483)
H (-5.1867, 4.6751, -0.2512)
H (-4.4816, 2.6381, -1.4697)
H (-2.1285, 1.8463, -1.2925)
O (5.6295, -1.3006, -2.1876)
S (4.4837, -1.8869, -1.5707)
O (4.6796, -2.5543, -0.3082)
O (3.3424, -0.8799, -1.3890)
C (3.8553, -3.1390, -2.7011)
C (3.5749, -4.3728, -2.1323)
C (3.2184, -5.4548, -2.9289)
C (3.1796, -5.3075, -4.3032)
C (3.4495, -4.0703, -4.8754)
C (3.7749, -2.9761, -4.0910)
S (3.9062, -1.4078, -4.9922)
O (5.2859, -1.1635, -5.2726)
O (3.0275, -1.5546, -6.1178)
O (3.3961, -0.3700, -3.9939)
H (3.6714, -4.4757, -1.0598)
H (3.0242, -6.4150, -2.4669)
H (2.9146, -6.1406, -4.9424)
H (3.3797, -3.9393, -5.9472)
O (1.0133, 0.9004, -3.9952)
N (-0.2909, 0.8352, -4.1752)
C (-1.0165, 1.9686, -4.1295)
C (-2.3490, 1.9388, -4.4379)
C (-2.9418, 0.7122, -4.7601)
C (-2.1973, -0.4414, -4.7383)
C (-0.8335, -0.3874, -4.4148)
S (0.2413, -1.7048, -4.2818)
H (-0.4451, 2.8420, -3.8610)
H (-2.9174, 2.8566, -4.4218)
H (-3.9927, 0.6714, -5.0156)
H (-2.6309, -1.4046, -4.9656)

=====

No. 4
Below is C47H39AsF12IrN2O2Se as an isolated structure, with properties calculated with ωB97M-V/def2-TZVPD.

Properties
* total charge: -1
* E_HOMO: -4.01 eV
* Kohn-Sham gap: 6.3 eV
* relative energy (zero: lowest compared OMol25 entry of this formula, charge and spin): 0.00 kcal/mol

Positions of all 105 atoms, in Å:
Ir (-0.7193, -0.4172, -0.2311)
C (-2.6173, -4.1471, 5.2888)
C (-2.3062, -3.0289, 4.3298)
C (-3.1820, -1.9681, 4.1313)
C (-2.8747, -0.9620, 3.2446)
C (-1.6647, -0.9277, 2.5145)
N (-1.4852, 0.0814, 1.5807)
C (-2.0077, 1.3391, 1.8371)
C (-1.8573, 1.8845, 3.1195)
C (-2.3595, 3.1220, 3.4550)
C (-3.0201, 3.8936, 2.5098)
C (-3.5410, 5.2672, 2.8375)
C (-3.1782, 3.3596, 1.2380)
C (-2.7075, 2.1005, 0.8662)
C (-3.0221, 1.5178, -0.5390)
O (-1.9787, 0.9209, -1.1758)
C (-3.4121, 2.6342, -1.5658)
F (-3.6194, 2.0852, -2.7793)
F (-4.5358, 3.3398, -1.3085)
F (-2.4238, 3.5188, -1.6875)
C (-4.2545, 0.5399, -0.4310)
F (-4.2054, -0.4082, -1.3876)
F (-5.4514, 1.1339, -0.5541)
F (-4.2925, -0.1176, 0.7444)
C (-0.7810, -2.0220, 2.6915)
C (-1.1316, -3.0255, 3.5970)
C (0.5790, -2.0901, 1.9658)
O (0.6322, -1.6630, 0.6709)
C (1.5746, -1.2936, 2.8624)
F (2.8181, -1.3171, 2.3739)
F (1.1940, -0.0219, 2.9852)
F (1.6446, -1.7972, 4.1161)
C (1.0995, -3.5620, 1.8391)
F (0.1366, -4.3417, 1.2995)
F (2.1522, -3.6387, 1.0195)
F (1.4877, -4.1651, 2.9813)
H (-3.3824, -3.8462, 6.0054)
H (-1.7295, -4.4430, 5.8498)
H (-2.9841, -5.0354, 4.7678)
H (-4.1260, -1.9370, 4.6652)
H (-3.5745, -0.1524, 3.0951)
H (-1.3063, 1.3084, 3.8524)
H (-2.2083, 3.5048, 4.4591)
H (-3.8037, 5.3459, 3.8937)
H (-4.4297, 5.5020, 2.2500)
H (-2.7964, 6.0391, 2.6261)
H (-3.7072, 3.9672, 0.5230)
H (-0.4461, -3.8413, 3.7668)
C (-1.4067, -4.3880, -5.3636)
C (-0.4651, -3.4549, -5.7793)
C (-0.0403, -2.4607, -4.9146)
C (-0.5489, -2.3796, -3.6185)
C (-1.4841, -3.3220, -3.2127)
C (-1.9129, -4.3225, -4.0777)
As (0.1271, -0.9563, -2.4403)
C (0.3468, 0.4840, -3.7000)
C (-0.6220, 1.3735, -4.1267)
C (-0.2654, 2.3779, -5.0172)
C (1.0472, 2.4838, -5.4604)
C (2.0159, 1.5892, -5.0299)
C (1.6705, 0.5761, -4.1435)
C (2.5836, -0.4629, -3.6176)
C (3.9311, -0.6043, -3.9346)
C (4.6670, -1.6257, -3.3534)
C (4.0763, -2.5036, -2.4517)
C (2.7337, -2.3696, -2.1261)
C (1.9982, -1.3594, -2.7200)
H (-1.7383, -5.1651, -6.0405)
H (-0.0594, -3.5032, -6.7820)
H (0.6928, -1.7378, -5.2510)
H (-1.8706, -3.3051, -2.2071)
H (-2.6417, -5.0486, -3.7409)
H (-1.6302, 1.3049, -3.7432)
H (-1.0099, 3.0885, -5.3521)
H (1.3211, 3.2787, -6.1431)
H (3.0363, 1.6899, -5.3780)
H (4.4095, 0.0813, -4.6227)
H (5.7179, -1.7297, -3.5933)
H (4.6683, -3.2815, -1.9867)
H (2.2759, -3.0232, -1.3945)
N (-2.1627, -2.0405, -0.1548)
H (-1.7005, -2.9259, 0.0348)
H (-2.7427, -2.1106, -0.9810)
H (-2.7698, -1.8300, 0.6334)
C (5.8742, 2.7666, 2.9514)
C (4.6023, 2.4425, 2.2141)
C (3.4384, 3.1620, 2.4281)
C (2.2566, 2.8931, 1.7368)
C (1.0565, 3.7352, 2.0942)
C (2.2389, 1.8675, 0.7833)
Se (0.6799, 1.6913, -0.3470)
C (3.4034, 1.1167, 0.5729)
C (3.4208, -0.0151, -0.4140)
C (4.5599, 1.4150, 1.2795)
H (5.6910, 3.4805, 3.7549)
H (6.6182, 3.2033, 2.2803)
H (6.3175, 1.8702, 3.3893)
H (3.4364, 3.9633, 3.1618)
H (1.3451, 4.7839, 2.1916)
H (0.6516, 3.4127, 3.0565)
H (0.2556, 3.6538, 1.3634)
H (2.4711, -0.5471, -0.3898)
H (4.2193, -0.7211, -0.1797)
H (3.5713, 0.3563, -1.4321)
H (5.4484, 0.8163, 1.1007)